The following is a DFT calculation (ωB97M-V with the def2-TZVPD basis set) of 3 unconnected molecules or ions with the total composition C5H17N2O3.

Energy relative to the best compared isomer or geometry (same formula, charge and spin) (kJ/mol): 250.84
Maximum force (eV/Å): 6.036
Lowest unoccupied orbital energy (Ha): -0.105
Frontier orbital gap (eV): 9.633
HOMO energy (eV): -12.48
DFT total energy (Ha): -535.6445
Charge: +1

Last column: Löwdin charge in e.
Element x y z (Å)
C1 -0.94 -1.81 0.68  -0.2282
N1 0.31 -1.56 0.00  -0.0670
C2 1.42 -1.05 0.93  -0.1844
C3 2.53 -0.60 0.03  -0.1471
C4 2.21 0.70 -0.67  -0.1256
O1 1.07 0.94 -1.15  -0.0247
C5 -2.07 -0.80 0.51  -0.0922
N2 -1.60 0.58 0.00  0.1721
H1 -0.77 -2.15 1.73  0.1276
H2 -1.27 -2.81 0.13  0.1519
H3 0.11 -1.04 -0.84  0.0741
H4 1.59 -1.99 1.51  0.1345
H5 1.31 -0.20 1.62  0.1095
H6 2.74 -1.36 -0.79  0.1525
H7 3.54 -0.52 0.50  0.1318
H8 2.79 1.45 -0.96  0.0845
H9 -2.75 -1.35 -0.17  0.1323
H10 -2.56 -0.54 1.45  0.1220
H11 -0.77 0.52 -0.64  0.0764
H12 -1.23 1.08 0.74  0.0590
H13 -2.31 1.14 -0.55  0.1875
H14 -0.48 3.09 2.44  0.0883
H15 -0.04 1.79 3.05  0.0174
O2 -0.55 2.11 2.35  -0.0278
H16 -1.24 0.09 -3.41  0.0572
H17 -1.01 1.45 -2.71  0.0194
O3 -1.46 0.65 -2.69  -0.0008


The following is a DFT calculation (ωB97M-V with the def2-TZVPD basis set) of a single C3H8N2O2 molecule.

Energy relative to the best compared isomer or geometry (same formula, charge and spin) (kJ/mol): 269.48
Maximum force (eV/Å): 5.000
Lowest unoccupied orbital energy (Ha): 0.033
Frontier orbital gap (eV): 10.176
HOMO energy (eV): -9.28
DFT total energy (Ha): -379.0384

Last column: Löwdin charge in e.
Element x y z (Å)
C1 -0.21 0.51 -0.28  -0.4586
C2 1.28 0.45 0.09  -0.2424
N1 -0.66 1.87 -0.33  0.0662
N2 1.86 -0.88 0.13  0.0048
C3 -1.59 -1.66 0.23  -0.1861
O1 -0.95 -0.28 0.69  -0.1435
O2 -1.32 -2.27 -0.73  0.1361
H1 -0.36 0.06 -1.27  0.1427
H2 -0.54 2.32 0.57  0.0801
H3 -1.64 1.93 -0.59  0.0797
H4 1.78 -1.34 -0.77  0.0690
H5 1.36 -1.46 0.80  0.0608
H6 -2.24 -1.19 1.02  0.1603
H7 1.83 1.05 -0.64  0.1148
H8 1.41 0.91 1.07  0.1161


The following is a DFT calculation (ωB97M-V with the def2-TZVPD basis set) of 2 unconnected molecules or ions with the total composition C21H35N2O6.

Energy relative to the best compared isomer or geometry (same formula, charge and spin) (kJ/mol): 0.00
Maximum force (eV/Å): 1.762
Lowest unoccupied orbital energy (Ha): -0.088
Frontier orbital gap (eV): 9.042
HOMO energy (eV): -11.44
DFT total energy (Ha): -1381.9288
Charge: +1

Last column: Löwdin charge in e.
Element x y z (Å)
C1 -2.57 6.02 -1.30  -0.1017
C2 -3.46 5.12 -2.15  -0.2566
C3 -2.75 3.90 -2.72  -0.1961
C4 -1.56 4.26 -3.63  -0.1472
N1 -0.40 3.36 -3.47  0.0633
C5 -0.43 2.20 -4.21  -0.1321
C6 -0.87 0.98 -3.91  -0.0533
C7 -1.49 0.41 -2.70  0.0088
C8 -0.61 0.33 -1.48  -0.3770
O1 -0.94 -0.32 -0.52  0.1448
O2 0.61 0.98 -1.52  0.0954
C9 0.75 2.04 -0.65  -0.5209
C10 2.01 2.80 -0.91  0.0447
O3 -0.06 2.32 0.18  0.1431
C11 -0.67 0.13 -5.11  -0.3875
O4 -0.73 -1.07 -5.17  0.1783
O5 -0.36 0.95 -6.16  0.1613
C12 0.08 2.14 -5.63  -0.3370
O6 0.77 2.93 -6.21  0.1903
H1 -2.05 6.73 -1.93  0.0657
H2 -3.17 6.60 -0.63  0.0707
H3 -1.84 5.47 -0.72  0.0720
H4 -3.95 5.68 -2.92  0.1096
H5 -4.25 4.75 -1.51  0.1038
H6 -2.41 3.29 -1.90  0.0980
H7 -3.48 3.34 -3.29  0.1099
H8 -1.83 4.30 -4.67  0.1300
H9 -1.23 5.24 -3.34  0.1050
H10 -0.20 3.19 -2.50  0.0879
H11 -1.73 -0.62 -2.92  0.1381
H12 -2.42 0.88 -2.45  0.1394
H13 2.83 2.22 -0.52  0.0981
H14 2.13 2.90 -1.97  0.0901
H15 1.93 3.76 -0.44  0.0952
C13 -0.21 -0.49 2.87  -0.0828
C14 1.10 -0.86 2.18  -0.2452
C15 0.99 -2.07 1.26  -0.1800
C16 0.68 -3.42 1.89  -0.0999
N2 1.70 -3.97 2.86  -0.2479
C17 1.44 -3.47 4.27  -0.0926
C18 0.40 -4.42 4.83  -0.1411
C19 0.88 -5.78 4.33  -0.1302
C20 1.54 -5.49 2.98  -0.0723
C21 3.10 -3.67 2.44  0.0165
H16 -0.63 -1.32 3.44  0.0632
H17 -0.06 0.34 3.56  0.0851
H18 -0.95 -0.17 2.13  0.0743
H19 1.89 -1.00 2.94  0.0896
H20 1.42 -0.01 1.58  0.1049
H21 1.90 -2.15 0.66  0.1152
H22 0.19 -1.87 0.55  0.1010
H23 0.61 -4.15 1.08  0.1331
H24 -0.28 -3.41 2.40  0.1330
H25 2.37 -3.54 4.82  0.1444
H26 1.11 -2.43 4.23  0.1117
H27 -0.59 -4.19 4.43  0.1176
H28 0.34 -4.36 5.91  0.1301
H29 0.07 -6.50 4.25  0.1240
H30 1.61 -6.20 5.02  0.1224
H31 0.94 -5.84 2.14  0.1284
H32 2.52 -5.94 2.91  0.1283
H33 3.26 -2.60 2.46  0.0999
H34 3.24 -4.06 1.43  0.1218
H35 3.77 -4.15 3.13  0.1130


> What is the formula in the first record?

C5H17N2O3


> What is the formula in the third record?

C21H35N2O6


> Among the records above, which one has the highest energy relative to the best compared isomer or geometry (same formula, charge and spin)?

C3H8N2O2


> Which of these has the highest HOMO energy?

C3H8N2O2